Molecular formula: C30H39AsO6V
Method: DFT, ωB97M-V with the def2-TZVPD basis set

XYZ file:
```
77
Properties=species:S:1:pos:R:3:mulliken_spin:R:1
C -2.5870 2.0192 -4.2142 0.0010
H -5.5995 -2.6350 -0.6368 0.0001
C 1.1717 -1.7117 2.5153 -0.0087
H -2.1613 3.8664 -3.2073 -0.0001
C -3.9664 -4.0207 -0.4375 -0.0003
H 1.2508 -3.8493 -1.0048 -0.0006
As -1.3154 -0.1163 -0.1799 -0.0275
H 1.5510 -1.9605 3.5059 -0.0001
H 4.8137 -0.2090 -1.9761 -0.0003
H 2.6412 3.9541 -0.6914 0.0037
C -2.5971 -4.1565 -0.2820 -0.0007
C 4.4803 0.3525 0.3758 -0.0043
H -2.8670 2.4979 -5.1438 0.0000
H 0.4450 3.0341 -0.5915 -0.0458
C -2.2678 0.6651 1.3301 -0.0016
H -2.9400 0.0336 -4.9417 0.0000
H 1.3184 0.5519 4.0482 -0.0004
H 0.1156 -2.1018 -2.2333 -0.0032
H -2.3510 -1.0547 -2.8312 -0.0002
H 0.0875 -1.8392 2.4935 -0.0026
H 2.7755 -2.9499 -0.9312 -0.0020
H 2.9713 3.6211 1.0145 -0.0013
H -4.1776 -0.6437 -0.5177 -0.0007
O 0.6902 1.9258 1.0885 0.0724
C 2.7558 -0.1839 -2.5412 -0.0012
C -1.8375 2.1718 -1.9338 -0.0081
H 4.7493 2.4587 0.5530 0.0010
C -2.6430 -0.1972 2.3576 -0.0010
C -3.0903 2.5267 2.6256 0.0022
C 1.8287 -2.5665 1.4763 0.0196
C 0.9633 3.1338 0.3551 0.0322
C -2.2913 0.0225 -2.8991 0.0056
H 5.5087 0.0122 0.2530 0.0001
C -1.8980 0.7845 -1.8024 -0.0163
C 4.2822 1.7487 -0.1339 -0.0033
H -0.7283 -3.1502 -0.0709 -0.0004
H -2.2360 2.7280 0.6906 -0.0001
C -2.1905 2.7870 -3.1285 -0.0028
H 4.2117 0.2825 1.4275 0.0030
H -2.1553 -5.1420 -0.2035 0.0001
C 1.1601 1.9652 2.4475 0.0054
H 0.6395 2.7504 2.9971 -0.0006
C -3.4505 1.6660 3.6536 -0.0029
H -1.5425 2.7974 -1.1099 0.0073
C -3.2280 0.3014 3.5169 0.0017
C 1.6952 -2.8536 -0.9837 -0.0040
O 1.4910 -0.3439 2.1800 -0.0115
C -2.3407 -1.7545 -0.3143 0.0164
C -2.6305 0.6383 -4.0984 0.0006
C 0.8742 0.6330 3.0575 0.0054
C 3.8852 -0.7157 -1.7076 0.0026
C -3.7233 -1.6247 -0.4566 -0.0027
H 1.6310 -3.6205 1.6634 0.0014
H -3.2812 3.5893 2.7120 0.0001
C 1.1976 -2.0406 -2.1574 0.0172
H -3.9200 2.0564 4.5476 -0.0001
O 2.8720 1.9418 -0.1847 0.0052
H -2.5107 -1.2685 2.2566 0.0002
H 2.8340 -0.5010 -3.5805 -0.0005
H -3.5269 -0.3803 4.3039 0.0001
H -0.1981 0.4343 3.1056 -0.0012
H 4.7193 1.9099 -1.1216 -0.0002
H 0.5553 3.9920 0.8903 0.0017
O 1.2452 -2.1583 0.2036 0.0287
H 2.9038 -2.3926 1.4359 0.0023
C -4.5289 -2.7499 -0.5222 0.0007
C 2.4439 3.2607 0.1293 0.0225
H 2.7033 0.8985 -2.5084 -0.0002
V 1.2132 -0.0686 0.0833 0.9037
H 1.6361 -2.3976 -3.0886 0.0018
C -2.4956 2.0306 1.4711 -0.0093
O 3.5682 -0.5239 -0.3116 0.0015
C -1.7861 -3.0241 -0.2176 -0.0030
O 1.5001 -0.6321 -1.9727 0.0040
H 4.0501 -1.7768 -1.8688 -0.0005
H 2.2316 2.1704 2.4569 -0.0015
H -4.5986 -4.8986 -0.4849 0.0000
```

## Properties
spin multiplicity = 2
charge = +2
energy relative to the best compared isomer or geometry (same formula, charge and spin) = 0.00 kJ/mol
gap between HOMO and LUMO (alpha / beta) = 8.9 / 8.3 eV